The following is a quantum chemistry calculation of a 2-piece molecular cluster, C3H12P4 overall in a non-equilibrium geometry, from the Open Molecules 2025 dataset.

The geometry in ORCA input format:
```
! wB97M-V def2-TZVPD RIJCOSX def2/J DEFGRID3
* xyz 0 1
C 2.273 0.237 -0.055
C -2.363 -1.409 -1.421
C 1.279 -0.032 0.999
P -0.204 2.474 0.723
P 1.722 -0.144 2.704
P -0.876 -0.396 -1.369
P -0.008 -1.249 0.457
H 3.038 1.059 0.235
H 2.803 -0.757 -0.321
H 1.981 0.522 -1.073
H -2.678 -1.185 -2.423
H -3.155 -0.996 -0.813
H -2.337 -2.527 -1.318
H 0.379 2.499 2.049
H 1.028 3.098 0.053
H 0.496 -0.576 3.174
H 1.412 1.137 3.445
H -0.137 -1.125 -2.253
H -1.055 -0.660 1.181
*
```

Computed properties:
Electronic energy ... -40456.015 eV
LUMO (alpha / beta) ... -0.7 / -0.8 eV
Molar mass ... 172.0 g mol⁻¹
ΔE to the lowest compared entry with this formula, charge and spin ... 2.254 eV